Density functional theory data (wB97M-V/def2-TZVPD) for an isolated molecule of C3H4N2O2.

SMILES string ... CN1C(=O)N1C=O
Relative energy (zero: lowest compared OMol25 entry of this formula, charge and spin) ... 363.3 kJ/mol

Each line ends with the Mulliken charge.
Geometry (Å):
C  -1.62  -0.38  0.17  -0.76
N  -0.34  0.22  0.54  -0.15
C  0.18  1.31  -0.10  0.69
O  0.21  2.49  -0.22  -0.48
N  0.72  0.09  -0.53  -0.24
C  1.95  -0.45  -0.07  0.11
O  2.06  -1.11  0.93  -0.43
H  -1.80  -0.33  -0.91  0.33
H  -1.61  -1.42  0.50  0.28
H  -2.40  0.16  0.70  0.30
H  2.77  -0.24  -0.78  0.35

=====

Density functional theory data (wB97M-V/def2-TZVPD) for the ion C6H8NS with charge -1.

Total charge ... -1
Relative energy (zero: lowest compared OMol25 entry of this formula, charge and spin) ... 394.9 kJ/mol

Each line ends with the Mulliken charge.
Geometry (Å):
C  1.65  -0.16  -0.24  -0.31
C  0.78  -1.27  -0.27  -0.55
C  1.06  1.06  -0.06  0.24
C  -0.67  -1.00  -0.05  0.82
C  0.95  2.48  0.00  -1.00
C  -1.65  -2.03  0.09  -1.26
N  -0.97  0.24  0.16  -0.37
S  -2.22  1.24  0.04  -0.61
H  2.75  -0.24  -0.26  0.31
H  1.15  -2.30  0.05  0.10
H  0.55  2.82  0.93  0.25
H  1.90  3.08  -0.13  0.31
H  0.19  3.06  -0.75  0.18
H  -1.79  -2.19  1.19  0.23
H  -2.47  -1.75  -0.45  0.42
H  -1.22  -3.02  -0.27  0.26

=====

Density functional theory data (wB97M-V/def2-TZVPD) for a cluster of 10 separate species, C58H45ClNO19 in total.

Total charge ... +1

Each line ends with the Mulliken charge.
Geometry (Å):
Cl  2.38  5.08  5.61  0.04
N  1.19  4.31  4.61  0.10
C  1.69  3.94  3.26  -0.67
C  0.68  2.90  2.74  -0.58
O  -0.64  3.13  3.24  -0.30
C  -0.98  4.48  3.45  -0.27
C  0.01  5.21  4.40  -0.67
H  0.90  3.44  5.09  0.38
H  2.69  3.52  3.29  0.44
H  1.70  4.83  2.63  0.29
H  0.98  1.92  3.12  0.34
H  0.73  2.91  1.64  0.45
H  -1.02  5.02  2.49  0.31
H  -1.98  4.50  3.90  0.38
H  0.41  6.09  3.89  0.37
H  -0.41  5.52  5.36  0.44
C  1.88  5.20  -1.03  -0.33
C  1.75  5.52  -2.31  -0.40
C  2.40  4.70  -3.37  0.41
O  2.28  4.98  -4.54  -0.58
C  3.20  3.52  -2.94  -0.25
C  3.32  3.21  -1.65  -0.71
C  2.67  4.03  -0.60  0.63
O  2.78  3.73  0.58  -0.55
H  1.41  5.78  -0.24  0.43
H  1.17  6.37  -2.65  0.49
H  3.66  2.93  -3.72  0.43
H  3.90  2.36  -1.31  0.47
C  5.79  9.98  -5.20  -0.36
C  5.82  9.11  -4.20  -0.44
C  4.85  7.98  -4.15  0.46
O  4.87  7.18  -3.24  -0.52
C  3.87  7.86  -5.25  -0.08
C  3.83  8.74  -6.25  -0.48
C  4.79  9.87  -6.30  0.30
O  4.77  10.68  -7.21  -0.53
H  6.48  10.82  -5.26  0.42
H  6.53  9.17  -3.39  0.41
H  3.18  7.03  -5.18  0.39
H  3.12  8.68  -7.06  0.44
C  1.17  2.74  -7.53  -0.47
C  1.91  2.43  -6.47  -0.20
C  1.86  1.08  -5.87  0.49
O  2.53  0.81  -4.89  -0.58
C  0.97  0.08  -6.49  -0.34
C  0.23  0.39  -7.55  -0.40
C  0.27  1.74  -8.15  0.29
O  -0.40  2.03  -9.12  -0.54
H  1.19  3.73  -7.98  0.44
H  2.57  3.14  -5.99  0.39
H  0.95  -0.90  -6.04  0.45
H  -0.44  -0.32  -8.02  0.43
C  -0.04  -1.78  -2.89  -0.39
C  0.11  -2.61  -1.86  -0.48
C  -0.79  -3.78  -1.68  0.65
O  -0.65  -4.55  -0.75  -0.71
C  -1.86  -3.98  -2.69  -0.42
C  -2.01  -3.15  -3.72  -0.54
C  -1.11  -1.99  -3.90  0.36
O  -1.22  -1.24  -4.84  -0.58
H  0.61  -0.92  -3.04  0.55
H  0.88  -2.48  -1.11  0.51
H  -2.50  -4.84  -2.54  0.57
H  -2.77  -3.29  -4.47  0.50
C  1.91  -0.96  6.68  -0.42
C  1.70  -2.27  6.67  -0.33
C  0.52  -2.85  5.97  0.29
O  0.31  -4.04  5.97  -0.58
C  -0.40  -1.91  5.28  -0.46
C  -0.18  -0.60  5.29  -0.13
C  1.00  -0.03  5.98  0.35
O  1.21  1.17  5.99  -0.57
H  2.76  -0.52  7.18  0.47
H  2.35  -2.97  7.17  0.43
H  -1.25  -2.35  4.77  0.54
H  -0.83  0.10  4.79  0.43
C  -5.27  -5.63  1.28  -0.45
C  -5.37  -6.58  2.20  -0.37
C  -4.16  -7.23  2.77  0.27
O  -4.25  -8.10  3.61  -0.54
C  -2.83  -6.78  2.26  -0.50
C  -2.74  -5.82  1.34  -0.08
C  -3.95  -5.18  0.78  0.33
O  -3.86  -4.31  -0.07  -0.43
H  -6.14  -5.15  0.85  0.43
H  -6.32  -6.93  2.58  0.42
H  -1.97  -7.26  2.69  0.47
H  -1.79  -5.47  0.96  0.51
C  -2.93  1.52  -0.28  -0.54
C  -2.17  1.22  0.78  0.01
C  -2.20  -0.14  1.38  0.13
O  -1.52  -0.42  2.35  -0.47
C  -3.08  -1.15  0.76  -0.35
C  -3.84  -0.85  -0.30  -0.34
C  -3.81  0.50  -0.90  0.23
O  -4.49  0.77  -1.86  -0.56
H  -2.93  2.50  -0.74  0.47
H  -1.52  1.94  1.25  0.45
H  -3.09  -2.13  1.21  0.40
H  -4.49  -1.58  -0.76  0.50
C  -2.52  -2.13  11.40  -0.38
C  -1.21  -2.00  11.19  -0.37
C  -0.55  -2.66  10.04  0.38
O  0.64  -2.54  9.84  -0.53
C  -1.40  -3.48  9.14  -0.28
C  -2.71  -3.61  9.35  -0.43
C  -3.37  -2.94  10.50  0.35
O  -4.56  -3.05  10.69  -0.53
H  -3.02  -1.65  12.24  0.41
H  -0.57  -1.41  11.84  0.42
H  -0.90  -3.96  8.31  0.51
H  -3.35  -4.20  8.70  0.44
C  -0.95  -7.09  -7.14  -0.39
C  0.18  -7.71  -7.45  -0.38
C  1.31  -7.80  -6.50  0.33
O  2.34  -8.36  -6.78  -0.53
C  1.13  -7.16  -5.17  -0.43
C  -0.01  -6.53  -4.85  -0.18
C  -1.13  -6.45  -5.81  0.40
O  -2.17  -5.88  -5.52  -0.53
H  -1.79  -7.01  -7.82  0.42
H  0.33  -8.18  -8.42  0.41
H  1.96  -7.23  -4.48  0.43
H  -0.16  -6.07  -3.88  0.44

=====

Number 1: E_HOMO -10.597 eV, F_max 0.7 eV/A, E_LUMO 0.754 eV. Number 2: E_HOMO -1.951 eV, F_max 5.2 eV/A, E_LUMO 3.900 eV. Number 3: E_HOMO -11.526 eV, F_max 0.8 eV/A, E_LUMO -3.910 eV.